Entry 1:
ORCA calculation (ωB97M-V/def2-TZVPD) on a 2-piece molecular cluster, C4H10N2OS overall.

ORCA input file:
```
! RIJCOSX wB97M-V def2-TZVPD def2/J DEFGRID3
* xyz 0 1
N -0.993 -0.727 1.488
C -0.585 0.280 0.678
C 0.900 0.479 0.317
C 1.841 -0.703 0.506
S 3.426 -0.198 -0.187
C -1.361 -0.005 -0.812
N -1.221 1.204 -1.453
O -2.505 -0.725 -0.617
H -2.293 -1.034 0.318
H -1.198 -0.444 2.441
H -0.998 1.275 0.919
H 1.383 1.324 0.785
H 0.970 0.605 -0.883
H 2.082 -0.972 1.537
H 1.482 -1.633 -0.015
H 1.505 0.567 -1.609
H -1.904 1.371 -2.190
H -0.534 -0.663 -1.222
*
```

HOMO-LUMO gap: 5.08 eV
energy: -740.9795 hartree
ΔE to the lowest compared entry with this formula, charge and spin: 250.0 kcal/mol
E_HOMO: -0.304 hartree
max |F|: 3.303 eV/A

Results of the natural (NBO) charge analysis, in e, for atoms 1 through 4: atom 1 (N): -0.671, atom 2 (C): -0.065, atom 3 (C): -0.171, atom 4 (C): -0.612

---

Entry 2:
ORCA calculation (ωB97M-V/def2-TZVPD) on a 2-piece molecular cluster, C7H15N2Si overall.

ORCA input file:
```
! RIJCOSX wB97M-V def2-TZVPD def2/J DEFGRID3
* xyz 1 1
C -0.074 1.363 2.982
C -0.316 0.462 1.979
C 1.277 1.725 1.212
C 2.423 2.299 0.497
C 1.108 -1.933 -0.806
C -1.306 0.014 -2.315
C -1.579 -2.223 0.270
N 0.939 2.191 2.491
N 0.575 0.654 0.874
Si -0.705 -1.298 -1.080
H -0.383 1.423 3.996
H -0.971 -0.365 2.163
H 2.337 2.124 -0.591
H 2.477 3.376 0.785
H 3.354 1.816 0.803
H 1.523 -2.818 -1.335
H 1.692 -0.968 -0.792
H 0.916 -2.211 0.238
H -1.206 1.123 -2.113
H -0.699 -0.222 -3.166
H -2.345 -0.176 -2.555
H -0.942 -2.575 1.011
H -2.155 -1.423 0.763
H -2.174 -2.948 -0.180
H 1.472 2.845 2.906
*
```

HOMO-LUMO gap: 7.49 eV
energy: -674.4497 hartree
ΔE to the lowest compared entry with this formula, charge and spin: 42.9 kcal/mol
E_HOMO: -0.445 hartree
max |F|: 5.777 eV/A

Results of the natural (NBO) charge analysis, in e, for atoms 1 through 4: atom 1 (C): -0.065, atom 2 (C): -0.133, atom 3 (C): 0.392, atom 4 (C): -0.668

---

Entry 3:
ORCA calculation (ωB97M-V/def2-TZVPD) on C26H25N4OS3SiW as an isolated structure.

ORCA input file:
```
! RIJCOSX wB97M-V def2-TZVPD def2/J DEFGRID3
* xyz 1 3
W -0.026 -0.011 -1.381
S -0.694 -1.523 -3.138
C 1.007 -1.402 -2.669
S 1.716 0.191 -2.985
C 1.762 -2.524 -2.220
C 3.155 -2.425 -1.941
N 4.291 -2.347 -1.743
C 1.135 -3.795 -2.046
N 0.633 -4.826 -1.903
C 0.448 1.676 3.464
C -0.268 0.334 3.235
C 0.078 -0.650 4.366
C -1.787 0.545 3.165
Si 0.314 -0.324 1.615
O -0.094 0.736 0.352
C 2.146 -0.613 1.499
C 2.791 -1.586 2.282
C 4.155 -1.812 2.164
C 4.906 -1.078 1.249
C 4.296 -0.106 0.475
C 2.933 0.133 0.612
C -0.585 -1.821 0.903
C -0.302 -3.141 1.296
C -1.029 -4.200 0.792
C -2.060 -3.980 -0.132
C -2.342 -2.708 -0.556
C -1.605 -1.630 -0.052
H 0.108 2.113 4.410
H 0.234 2.399 2.668
H 1.535 1.552 3.523
H -0.264 -0.239 5.323
H 1.158 -0.815 4.448
H -0.413 -1.622 4.231
H -2.144 0.944 4.121
H -2.322 -0.390 2.973
H -2.064 1.264 2.385
H 2.219 -2.188 2.986
H 4.634 -2.566 2.779
H 5.968 -1.266 1.143
H 4.881 0.464 -0.239
H 2.506 0.939 0.053
H 0.494 -3.334 2.013
H -0.798 -5.212 1.110
H -2.624 -4.820 -0.522
H -3.129 -2.536 -1.280
H -1.989 -0.628 -0.274
N -2.793 5.433 -4.934
C -3.127 5.085 -3.683
S -4.253 5.872 -2.790
C -2.405 3.875 -3.149
C -1.890 2.899 -3.986
C -1.250 1.801 -3.461
N -1.087 1.620 -2.140
C -1.601 2.567 -1.315
C -2.256 3.676 -1.786
H -3.259 6.222 -5.347
H -2.053 4.990 -5.451
H -2.002 2.949 -5.062
H -0.857 1.029 -4.094
H -1.470 2.412 -0.264
H -2.659 4.398 -1.090
*
```

HOMO-LUMO gap (spin up / spin down): 6.25 / 6.55 eV
energy: -2850.9868 hartree
ΔE to the lowest compared entry with this formula, charge and spin: 27.3 kcal/mol
E_HOMO (spin up / spin down): -0.408 / -0.424 hartree
max |F|: 0.839 eV/A

Results of the natural (NBO) charge analysis, in e, for atoms 1 through 4: atom 1 (W): 1.464, atom 2 (S): 0.029, atom 3 (C): -0.488, atom 4 (S): 0.106

---

Entry 4:
ORCA calculation (ωB97M-V/def2-TZVPD) on a 8-piece molecular cluster, C6H23Cl7FN3O7PSSi2 overall.

ORCA input file:
```
! RIJCOSX wB97M-V def2-TZVPD def2/J DEFGRID3
* xyz -1 1
C 3.847 -1.605 1.820
C 3.129 -1.116 0.529
O 3.054 0.313 0.419
C 1.767 -1.814 0.294
O 0.648 -0.899 0.266
Si -0.703 -1.619 -0.403
O -1.931 -1.839 0.673
Si -2.743 -0.386 0.890
O -2.301 0.744 -0.272
N -2.379 0.223 2.528
C -1.767 1.170 2.327
S -1.316 2.556 1.847
P -4.978 -0.630 0.867
N -5.343 -2.348 0.946
O -5.573 -0.057 -0.587
H 4.895 -1.306 1.845
H 3.802 -2.696 1.796
H 3.318 -1.184 2.680
H 3.795 -1.438 -0.302
H 3.956 0.567 0.214
H 1.820 -2.332 -0.675
H 1.610 -2.508 1.132
H -0.258 -2.966 -0.833
H -1.120 -0.926 -1.636
H -2.974 1.516 -0.268
H -5.572 -2.557 1.909
H -6.208 -2.497 0.433
H -5.105 0.779 -0.793
N -0.425 -2.200 -4.444
H -0.568 -3.060 -3.916
H -0.151 -2.427 -5.397
H -1.357 -1.621 -4.456
H 0.309 -1.654 -4.000
Cl -2.777 -0.445 -4.313
C -4.000 5.732 1.955
Cl -3.465 5.331 3.579
Cl -5.248 6.998 1.989
Cl -2.632 6.285 0.969
Cl -4.685 4.209 1.359
O -0.212 0.990 -3.234
H -0.752 1.170 -2.415
H 0.472 1.671 -3.367
H -0.796 0.888 -4.039
C 7.202 1.518 0.605
Cl 6.861 0.000 1.421
Cl 5.750 2.133 -0.203
H 7.535 2.248 1.334
H 7.976 1.356 -0.137
F -4.851 1.821 0.445
O 5.216 -2.656 4.023
H 5.229 -3.433 4.593
*
```

HOMO-LUMO gap: 2.11 eV
energy: -5573.1062 hartree
E_HOMO: -0.094 hartree
max |F|: 6.877 eV/A

Results of the natural (NBO) charge analysis, in e, for atoms 1 through 4: atom 1 (C): -0.601, atom 2 (C): 0.075, atom 3 (O): -0.736, atom 4 (C): -0.077

---

Entry 5:
ORCA calculation (ωB97M-V/def2-TZVPD) on a 2-piece molecular cluster, C10H20NO3 overall.

ORCA input file:
```
! RIJCOSX wB97M-V def2-TZVPD def2/J DEFGRID3
* xyz 1 1
O -2.411 2.914 2.215
C -2.929 3.421 0.976
C -1.858 3.532 -0.097
C -1.059 2.263 -0.412
C -1.839 0.930 -0.438
C -0.826 -0.111 -0.008
N -0.055 0.612 1.069
C 0.099 2.034 0.583
H -2.708 2.010 2.324
H -3.310 4.423 1.174
H -3.780 2.816 0.656
H -2.330 3.919 -1.004
H -1.140 4.296 0.216
H -0.609 2.391 -1.397
H -2.239 0.708 -1.425
H -2.683 0.946 0.255
H -1.258 -1.012 0.424
H -0.116 -0.399 -0.781
H 0.845 0.174 1.261
H -0.582 0.590 1.942
H 0.085 2.698 1.443
H 1.073 2.091 0.099
O 1.007 -1.674 -2.037
C 1.642 -2.454 -1.385
O 1.394 -2.616 -0.054
C 2.390 -3.498 0.526
C 2.913 -4.325 -0.642
C 2.784 -3.346 -1.801
H 3.167 -2.880 0.979
H 1.895 -4.082 1.297
H 3.926 -4.680 -0.476
H 2.268 -5.188 -0.803
H 3.668 -2.711 -1.910
H 2.577 -3.790 -2.772
*
```

HOMO-LUMO gap: 10.53 eV
energy: -673.2934 hartree
ΔE to the lowest compared entry with this formula, charge and spin: 0.0 kcal/mol
E_HOMO: -0.496 hartree
max |F|: 0.426 eV/A

Results of the natural (NBO) charge analysis, in e, for atoms 1 through 4: atom 1 (O): -0.732, atom 2 (C): -0.075, atom 3 (C): -0.422, atom 4 (C): -0.237

---

Entry 6:
ORCA calculation (ωB97M-V/def2-TZVPD) on one molecule with the formula C3H8N4O.

ORCA input file:
```
! RIJCOSX wB97M-V def2-TZVPD def2/J DEFGRID3
* xyz 0 1
C 2.485 -0.191 -0.247
C 1.029 -0.682 -0.429
C -2.297 0.568 -0.162
H 2.427 1.811 -0.433
H 2.330 1.133 1.043
H 2.672 -0.707 0.643
H 3.189 -0.228 -1.178
H 0.906 -1.783 -0.585
H -1.575 -1.217 0.248
H -3.118 -1.338 0.247
H -4.354 0.163 0.457
N 2.959 1.218 0.231
N 0.210 0.115 0.137
N -1.142 -0.303 0.394
N -3.381 -0.282 -0.071
O -2.341 1.723 -0.296
*
```

HOMO-LUMO gap: 9.95 eV
energy: -413.2318 hartree
SMILES: NC/C=N/NC(N)=O
ΔE to the lowest compared entry with this formula, charge and spin: 115.6 kcal/mol
E_HOMO: -0.352 hartree
max |F|: 5.569 eV/A

Results of the natural (NBO) charge analysis, in e, for atoms 1 through 4: atom 1 (C): -0.293, atom 2 (C): 0.057, atom 3 (C): 0.787, atom 4 (H): 0.348